ORCA calculation (ωB97M-V with the def2-TZVPD basis set) on a cluster of 2 separate species, C5H13NO in total in a non-equilibrium geometry.

Geometry as XYZ:
```
20
Properties=species:S:1:pos:R:3:forces:R:3
H -2.47053 0.94094 1.19744 0.071 -0.016 -0.039
C -0.04659 -1.37301 1.26176 0.676 2.713 -0.723
C 0.08110 -1.45591 2.71344 2.026 0.677 2.854
H 1.32399 -1.01243 -1.27933 -1.403 0.389 0.564
H 0.37728 -2.46286 3.10666 -0.616 0.703 -0.396
H -0.83010 -1.09468 3.19999 -0.115 -0.510 0.092
H 0.90775 -0.73556 3.19289 -1.573 -1.369 -1.455
C 0.39059 -0.42520 -0.93191 2.488 1.329 -0.860
H -0.20764 0.82482 -2.42681 0.254 0.171 0.289
H 1.15741 0.33580 1.03020 -0.141 0.565 0.120
H 1.75607 2.57950 -1.80912 -0.020 -0.568 0.160
O -2.66292 0.84406 0.26028 -0.244 -0.021 -0.038
H 2.64033 1.03499 -1.91957 -0.388 -0.294 0.424
C 1.68211 1.52282 -2.13299 -0.308 0.278 -0.018
C 0.42442 -0.30417 0.56997 0.290 -2.879 -0.189
H -0.64893 -2.07870 0.73340 -0.355 -0.601 -0.156
H -1.89169 0.39525 -0.09879 0.097 0.137 0.109
H -0.51255 -0.95363 -1.20898 -0.074 -0.171 -0.359
N 0.43938 0.89128 -1.64583 -0.745 -0.558 -0.017
H 1.63360 1.56656 -3.21453 0.079 0.025 -0.363
```
Forces are in eV/Å.

Properties
- max |F| (eV/A) = 3.57
- frontier orbital gap (eV) = 9.680
- HOMO energy (eV) = -8.69
- LUMO level (eV) = 0.986
- SMILES = C/C=C/CNC.O
- DFT total energy (a.u.) = -328.2315
- ΔE to the lowest compared entry with this formula, charge and spin (kJ/mol) = 229.2